The following is a DFT calculation (wB97M-V/def2-TZVPD) of a single C18H16N2O2 molecule in a non-equilibrium geometry.

Geometry (Å):
C (0.7902, -5.0715, -3.1376)
O (1.6841, -3.9198, -3.2868)
C (1.3214, -2.7878, -2.6183)
C (2.2106, -1.6908, -2.7618)
C (1.9727, -0.5243, -2.0594)
C (0.8857, -0.4098, -1.1359)
C (1.0138, 0.7145, -0.1088)
C (-0.2953, 1.3850, 0.3300)
C (-0.2431, 2.8020, 0.5696)
C (-1.1851, 3.4377, 1.3413)
C (-2.2956, 2.7095, 1.8325)
O (-3.1428, 3.4116, 2.6325)
C (-4.2974, 2.6782, 3.1480)
C (-2.4443, 1.3590, 1.4685)
C (-1.4562, 0.7260, 0.7166)
C (2.1836, 0.5891, 1.1890)
C (2.3593, 1.6998, 2.1719)
N (2.3580, 2.5962, 2.8615)
C (3.5073, 0.0400, 0.9981)
N (4.5354, -0.4824, 0.6813)
C (-0.0808, -1.4122, -1.1915)
C (0.1598, -2.6216, -1.8404)
H (1.2783, -5.8188, -3.7470)
H (0.7246, -5.3899, -2.0955)
H (-0.2054, -4.8365, -3.5160)
H (3.1177, -1.7975, -3.3566)
H (2.7158, 0.2892, -2.1011)
H (1.6104, 1.5470, -0.6580)
H (0.6735, 3.3358, 0.2545)
H (-1.0291, 4.4727, 1.6409)
H (-4.7956, 3.4268, 3.7478)
H (-4.9344, 2.3365, 2.3307)
H (-3.9903, 1.8250, 3.7562)
H (-3.2875, 0.7666, 1.8116)
H (-1.5915, -0.3374, 0.5934)
H (1.7117, -0.2271, 1.8806)
H (-1.0002, -1.3819, -0.6430)
H (-0.5393, -3.4393, -1.6989)

Values from the calculation:
**M**: 292.3 u
**Kohn-Sham gap**: 8.868 eV